No. 1
Formula: C49H41F5N7OPSe2W
Source: the Open Molecules 2025 dataset
Level of theory: the ωB97M-V functional and the def2-TZVPD basis

XYZ file:
```
107
Properties=species:S:1:pos:R:3:forces:R:3
W -0.476 -0.137 0.045 0.90 -0.52 0.77
C 5.140 -1.984 4.337 -0.07 0.11 0.08
C 4.178 -1.440 3.320 -0.05 -0.07 -0.05
C 4.538 -0.431 2.430 -0.02 0.02 0.00
C 3.634 0.044 1.507 -0.08 0.03 -0.01
C 2.344 -0.491 1.376 -0.08 -0.11 0.29
N 1.504 -0.013 0.362 -0.21 -0.47 -0.08
C 2.144 0.370 -0.836 0.41 0.51 -0.46
C 3.149 -0.412 -1.417 -0.14 0.02 0.04
C 3.823 -0.012 -2.549 0.04 -0.06 0.01
C 3.543 1.204 -3.168 -0.04 0.03 0.05
C 4.308 1.660 -4.374 -0.06 -0.02 -0.05
C 2.555 1.996 -2.605 -0.06 0.07 -0.09
C 1.883 1.601 -1.457 0.04 -0.44 0.19
N 1.021 2.512 -0.809 0.05 0.22 -0.06
C 1.117 3.856 -0.803 -0.13 0.10 0.12
C 0.228 4.331 0.133 0.06 -0.01 -0.07
C -0.374 3.196 0.667 0.06 0.05 0.08
N 0.101 2.092 0.087 -0.45 -0.16 -0.11
C 1.974 -1.488 2.285 0.41 0.40 -0.05
C 2.884 -1.923 3.249 -0.07 -0.06 0.03
N 0.711 -2.135 2.222 0.08 -0.17 0.04
C 0.358 -3.256 2.885 -0.19 -0.04 -0.18
C -0.946 -3.554 2.564 0.00 0.00 0.02
C -1.334 -2.557 1.684 0.07 -0.12 0.15
N -0.324 -1.702 1.475 -0.61 0.09 0.21
H 6.171 -1.844 4.018 0.01 -0.02 0.00
H 4.966 -3.046 4.509 0.04 -0.01 0.02
H 5.014 -1.468 5.291 0.04 -0.02 0.02
H 5.534 -0.009 2.465 0.01 0.02 0.01
H 3.929 0.840 0.839 0.01 0.00 -0.01
H 3.442 -1.319 -0.916 0.02 0.06 -0.10
H 4.604 -0.648 -2.948 0.02 0.01 0.00
H 5.196 1.048 -4.521 0.00 0.01 -0.04
H 4.624 2.698 -4.271 -0.01 0.00 -0.01
H 3.690 1.590 -5.270 0.02 0.00 -0.04
H 2.329 2.959 -3.046 -0.04 -0.03 -0.03
H 1.815 4.381 -1.429 0.06 -0.06 0.01
H 0.046 5.356 0.400 0.03 0.01 0.03
H -1.110 3.149 1.449 0.01 -0.11 -0.02
H 2.592 -2.670 3.974 -0.02 -0.01 -0.01
H 1.034 -3.789 3.526 0.08 0.07 0.00
H -1.536 -4.374 2.931 0.01 -0.02 0.01
H -2.283 -2.422 1.201 0.04 0.10 -0.05
F -5.532 4.771 -1.232 -0.04 0.06 -0.03
C -4.801 3.860 -0.619 0.05 -0.06 0.12
C -5.094 3.494 0.690 0.02 -0.02 -0.06
F -6.107 4.060 1.322 -0.07 0.02 0.03
C -4.319 2.537 1.320 0.36 -0.22 -0.13
F -4.610 2.157 2.564 -0.15 0.16 0.07
C -3.236 1.929 0.686 -0.02 0.16 -0.19
Se -2.195 0.670 1.678 0.10 0.10 0.17
C -2.985 2.308 -0.625 -0.13 -0.19 0.24
F -1.971 1.737 -1.320 -0.09 0.26 -0.29
C -3.739 3.262 -1.279 0.04 -0.03 0.00
F -3.438 3.607 -2.523 -0.05 0.01 -0.05
C -5.225 -0.766 0.761 -0.10 0.31 0.25
N -4.958 -2.007 0.059 0.11 -0.20 -0.14
C -5.779 -3.108 0.100 -0.08 -0.12 -0.04
C -5.283 -4.010 -0.776 -0.22 -0.03 0.12
N -4.163 -3.456 -1.341 -0.03 0.20 0.29
C -3.417 -4.037 -2.441 0.19 -0.02 -0.31
C -3.956 -2.236 -0.810 0.38 0.21 0.28
Se -2.547 -1.090 -1.349 -0.57 -0.18 -0.81
H -6.295 -0.681 0.936 -0.01 -0.08 -0.07
H -4.900 0.068 0.142 0.02 -0.08 -0.02
H -4.709 -0.725 1.719 0.02 -0.07 -0.08
H -6.647 -3.151 0.734 0.00 0.01 0.01
H -5.637 -4.993 -1.030 0.02 0.01 -0.09
H -3.532 -5.117 -2.433 -0.04 0.01 0.09
H -2.368 -3.780 -2.346 -0.07 -0.02 0.10
H -3.783 -3.636 -3.386 -0.05 -0.03 0.02
O 0.284 -2.140 -1.007 0.30 0.72 -0.22
P 0.907 -2.948 -2.134 -0.45 -0.11 -0.06
C -0.035 -4.474 -2.373 0.28 0.13 -0.03
C -0.418 -4.959 -3.617 0.00 0.06 0.04
C -0.999 -6.218 -3.710 0.01 -0.04 -0.04
C -1.180 -6.985 -2.569 -0.05 -0.04 -0.04
C -0.793 -6.502 -1.324 0.01 0.03 0.02
C -0.213 -5.249 -1.225 -0.11 0.02 -0.07
C 0.908 -2.045 -3.708 0.26 -0.15 0.36
C 0.099 -0.920 -3.815 -0.01 0.16 0.11
C 0.008 -0.223 -5.009 -0.02 -0.02 -0.03
C 0.738 -0.644 -6.110 -0.02 0.12 0.00
C 1.568 -1.750 -6.007 0.04 -0.05 -0.06
C 1.651 -2.453 -4.816 0.12 -0.05 0.03
C 2.496 -3.673 -1.651 -0.17 0.14 -0.18
C 3.099 -4.618 -2.479 0.06 0.09 0.05
C 4.213 -5.312 -2.037 -0.02 -0.05 -0.09
C 4.715 -5.087 -0.762 0.01 0.01 0.01
C 4.113 -4.152 0.066 0.00 0.01 0.03
C 3.000 -3.452 -0.374 -0.08 -0.14 0.02
H -0.265 -4.359 -4.506 -0.03 -0.03 -0.01
H -1.291 -6.608 -4.676 -0.01 0.01 -0.01
H -1.617 -7.972 -2.650 0.01 -0.01 0.00
H -0.916 -7.117 -0.443 -0.03 0.01 0.01
H 0.115 -4.864 -0.266 0.00 -0.06 0.03
H -0.466 -0.570 -2.962 0.00 -0.07 -0.02
H -0.639 0.643 -5.076 0.03 0.00 -0.01
H 0.666 -0.103 -7.044 0.01 -0.02 0.00
H 2.153 -2.068 -6.860 -0.01 -0.02 0.02
H 2.309 -3.310 -4.759 -0.01 0.03 -0.01
H 2.685 -4.832 -3.456 0.03 -0.11 0.05
H 4.674 -6.046 -2.683 0.03 -0.01 0.02
H 5.565 -5.657 -0.413 0.04 0.04 0.00
H 4.503 -3.963 1.058 0.00 -0.03 0.02
H 2.517 -2.738 0.279 -0.01 -0.09 -0.03
```
Positions in Å, forces in eV/Å.

Results
**⟨S²⟩**: 2.018
**Multiplicity**: 3
**Total charge**: +2
**E_HOMO (alpha / beta)**: -12.09 / -12.37 eV

Löwdin atomic charge list, values in e, 6 entries: number 1, W, carries 1.27; number 2, C, carries -0.03; number 3, C, carries -0.26; number 4, C, carries -0.01; number 5, C, carries 0.01; number 6, C, carries -0.21



No. 2
Formula: C49H41F7N3O4P3RuS2Se2Te
Source: the Open Molecules 2025 dataset
Level of theory: the ωB97M-V functional and the def2-TZVPD basis

XYZ file:
```
113
Properties=species:S:1:pos:R:3:forces:R:3
Ru 0.776 0.671 -1.254 -0.45 -1.69 -0.26
Se -3.412 0.234 3.927 0.13 -0.09 0.01
P -4.133 0.597 1.985 -0.15 -0.04 -0.09
C -5.404 -0.635 1.529 0.08 0.01 0.06
C -5.045 -1.977 1.629 -0.08 0.02 -0.02
C -5.965 -2.974 1.354 0.03 0.01 -0.02
C -7.262 -2.634 0.988 -0.01 0.00 0.01
C -7.625 -1.301 0.889 0.01 0.02 0.00
C -6.701 -0.298 1.160 0.02 -0.04 -0.05
C -4.971 2.209 1.830 0.02 0.01 -0.17
C -5.209 2.926 2.998 0.02 0.02 0.02
C -5.886 4.137 2.951 -0.02 0.04 -0.03
C -6.325 4.640 1.736 0.00 0.00 0.01
C -6.100 3.925 0.568 0.02 -0.09 -0.02
C -5.435 2.708 0.607 -0.04 0.09 0.12
C -2.914 0.501 0.642 -0.03 -0.08 -0.21
C -1.811 -0.276 0.304 0.15 0.21 -0.27
N -1.399 0.175 -0.934 1.22 0.65 0.67
N -2.203 1.150 -1.309 -0.18 -0.09 0.09
N -3.107 1.353 -0.402 -0.21 0.00 -0.06
P -0.891 -1.702 0.814 -0.32 -0.42 0.24
Se 1.176 -1.521 0.321 0.16 1.17 -0.62
C -1.635 -3.112 -0.039 -0.01 0.00 0.07
C -2.860 -3.016 -0.685 0.01 -0.01 -0.02
C -3.410 -4.140 -1.287 -0.04 -0.02 -0.01
C -2.735 -5.350 -1.253 0.02 0.04 0.00
C -1.498 -5.442 -0.623 -0.01 0.01 0.04
C -0.947 -4.325 -0.020 -0.03 -0.03 -0.03
C -1.008 -2.056 2.585 0.12 0.08 -0.08
C -0.262 -1.250 3.446 -0.07 -0.05 0.05
C -0.238 -1.526 4.801 0.00 0.02 -0.03
C -0.955 -2.606 5.302 0.03 0.02 -0.01
C -1.692 -3.409 4.447 -0.03 -0.03 0.04
C -1.713 -3.143 3.085 -0.04 0.03 0.00
H -4.041 -2.228 1.947 0.02 -0.06 0.03
H -5.673 -4.015 1.426 0.00 0.03 0.01
H -7.991 -3.411 0.789 0.02 0.01 -0.03
H -8.633 -1.034 0.596 0.01 0.00 0.03
H -6.995 0.740 1.086 -0.01 -0.02 0.01
H -4.853 2.530 3.941 0.01 0.02 -0.02
H -6.063 4.690 3.865 0.02 -0.01 0.00
H -6.839 5.593 1.695 0.01 -0.02 0.01
H -6.431 4.314 -0.386 0.00 0.00 0.02
H -5.250 2.170 -0.308 0.01 0.01 -0.01
H -3.381 -2.068 -0.731 -0.01 0.00 0.01
H -4.370 -4.063 -1.782 0.04 0.00 -0.02
H -3.160 -6.222 -1.735 -0.01 0.01 0.01
H -0.965 -6.385 -0.606 0.02 0.02 -0.03
H 0.027 -4.381 0.453 0.00 -0.03 0.01
H 0.294 -0.411 3.047 0.01 0.01 0.01
H 0.333 -0.891 5.468 -0.03 -0.02 -0.01
H -0.929 -2.827 6.362 -0.03 0.02 -0.02
H -2.255 -4.247 4.840 0.03 0.00 -0.02
H -2.271 -3.788 2.417 -0.01 0.01 0.00
F 2.229 -5.829 -3.713 -0.02 -0.12 0.00
C 2.365 -4.520 -3.463 0.01 -0.02 -0.02
C 1.256 -3.713 -3.320 -0.05 0.03 0.02
F 0.035 -4.248 -3.431 -0.11 -0.04 0.00
C 1.405 -2.364 -3.068 0.19 0.10 0.02
F 0.291 -1.643 -2.948 -0.16 0.08 0.04
C 2.655 -1.750 -2.935 -0.03 -0.24 0.00
S 2.901 -0.061 -2.606 -0.44 0.17 0.39
C 3.749 -2.602 -3.112 -0.11 0.10 0.04
F 4.991 -2.105 -3.044 0.11 -0.03 0.03
C 3.617 -3.954 -3.358 0.12 0.05 0.00
F 4.706 -4.725 -3.494 0.07 -0.05 -0.03
O 2.831 0.980 0.195 0.50 -0.23 0.15
S 4.106 1.658 0.556 0.10 -0.16 0.07
C 4.250 1.450 2.345 -0.06 0.05 -0.06
C 3.411 0.547 2.972 -0.07 -0.04 0.02
C 3.524 0.363 4.344 0.02 0.04 -0.04
C 4.464 1.085 5.069 -0.03 -0.02 0.00
C 5.292 1.997 4.426 0.00 -0.02 0.00
C 5.186 2.186 3.056 0.00 0.03 -0.04
C 5.437 0.501 0.168 -0.12 0.07 -0.03
C 5.166 -0.857 0.166 0.03 -0.10 -0.02
C 6.190 -1.746 -0.116 -0.01 0.03 0.01
C 7.466 -1.273 -0.400 0.01 0.01 -0.01
C 7.719 0.091 -0.416 -0.02 0.03 0.03
C 6.696 0.989 -0.132 -0.01 0.06 0.00
H 2.680 0.000 2.384 0.02 0.03 -0.01
H 2.872 -0.347 4.841 0.03 0.02 0.01
H 4.549 0.942 6.139 -0.01 0.01 -0.02
H 6.017 2.565 4.995 -0.01 0.00 -0.02
H 5.823 2.899 2.543 -0.02 -0.02 0.03
H 4.161 -1.208 0.363 -0.03 0.03 -0.01
H 5.985 -2.809 -0.133 0.02 0.02 0.00
H 8.265 -1.970 -0.624 -0.03 0.00 -0.02
H 8.706 0.461 -0.663 -0.01 -0.02 0.02
H 6.878 2.058 -0.153 -0.01 -0.04 -0.02
C 2.911 4.447 -1.992 -0.03 -0.13 0.00
C 2.260 3.259 -2.665 0.03 0.02 -0.15
O 1.056 3.711 -3.287 -0.04 -0.35 0.28
P -0.007 2.654 -3.924 -0.18 -0.09 -0.07
O 0.353 1.231 -3.479 -0.44 1.00 1.35
Te -2.136 3.657 -3.710 0.14 0.03 -0.15
O 0.381 2.625 -5.489 0.42 -0.26 0.03
C 0.641 3.800 -6.245 -0.02 0.15 -0.08
C 2.088 4.261 -6.118 -0.07 -0.09 0.08
H 3.732 4.102 -1.359 0.03 0.07 -0.04
H 2.177 4.953 -1.365 0.02 0.01 0.02
H 3.298 5.150 -2.730 -0.01 0.03 0.02
H 2.053 2.472 -1.917 -0.02 0.43 -0.21
H 2.907 2.800 -3.418 0.08 0.00 0.02
H -0.057 4.590 -5.952 -0.03 -0.01 0.01
H 0.430 3.530 -7.280 -0.05 -0.03 -0.01
H 2.241 4.813 -5.192 0.03 -0.02 -0.02
H 2.357 4.901 -6.961 -0.02 0.01 0.02
H 2.744 3.388 -6.117 0.03 0.04 -0.05
F -0.387 3.056 -0.590 0.00 0.32 0.05
C 0.312 2.183 0.180 -0.17 -0.55 -1.16
F 1.350 2.896 0.697 -0.05 0.07 0.05
H -0.333 1.880 1.008 0.06 -0.23 0.08
```
Positions in Å, forces in eV/Å.

Results
**⟨S²⟩**: 0.766
**Relative energy (zero: lowest compared OMol25 entry of this formula, charge and spin)**: 35.7 kcal per mole
**Multiplicity**: 2
**Total charge**: -1
**E_HOMO (alpha / beta)**: -3.74 / -3.74 eV

Löwdin atomic charge list, values in e, 6 entries: number 1, Ru, carries 0.95; number 2, Se, carries 0.35; number 3, P, carries 0.56; number 4, C, carries -0.33; number 5, C, carries -0.12; number 6, C, carries -0.08